Entry 1:
{
  "formula": "C49H76N2O19",
  "method": "the ωB97M-V functional and the def2-TZVPD basis",
  "multiplicity": 1,
  "charge": 0,
  "symbols": ["O", "C", "O", "C", "C", "C", "H", "H", "H", "H", "H", "H", "O", "C", "O", "C", "C", "C", "H", "H", "H", "H", "H", "H", "O", "C", "O", "C", "C", "C", "H", "H", "H", "H", "H", "H", "O", "C", "O", "C", "C", "C", "H", "H", "H", "H", "H", "H", "O", "C", "O", "C", "C", "C", "H", "H", "H", "H", "H", "H", "O", "C", "O", "C", "C", "C", "H", "H", "H", "H", "H", "H", "O", "C", "O", "C", "C", "C", "H", "H", "H", "H", "H", "H", "O", "C", "O", "C", "C", "C", "H", "H", "H", "H", "H", "H", "N", "C", "C", "C", "C", "H", "H", "H", "H", "H", "N", "C", "C", "C", "C", "H", "H", "H", "H", "H", "C", "C", "O", "C", "H", "H", "H", "H", "H", "H", "C", "C", "O", "C", "H", "H", "H", "H", "H", "H", "C", "C", "O", "C", "H", "H", "H", "H", "H", "H"],
  "xyz": [[4.433, -1.897, -2.859], [4.170, -2.333, -1.694], [5.077, -2.532, -0.758], [4.518, -2.971, 0.434], [3.141, -3.522, 0.032], [2.777, -2.672, -1.108], [4.296, -2.211, 1.183], [5.122, -3.745, 0.906], [2.405, -3.447, 0.832], [3.123, -4.582, -0.220], [2.240, -1.815, -0.700], [2.052, -3.088, -1.808], [3.654, -3.637, 3.453], [2.806, -3.088, 4.104], [1.538, -3.517, 4.082], [0.704, -2.664, 4.910], [1.624, -2.018, 5.888], [2.964, -1.951, 5.111], [-0.064, -3.248, 5.417], [0.222, -1.908, 4.292], [1.612, -2.617, 6.798], [1.265, -1.021, 6.144], [3.798, -2.198, 5.768], [3.109, -0.998, 4.601], [-3.444, -4.687, 1.161], [-4.029, -4.059, 0.300], [-3.630, -4.042, -0.988], [-4.566, -3.363, -1.784], [-5.753, -3.076, -0.921], [-5.294, -3.204, 0.512], [-4.908, -4.088, -2.522], [-4.185, -2.453, -2.247], [-6.488, -3.851, -1.138], [-6.054, -2.044, -1.102], [-5.952, -3.683, 1.237], [-4.918, -2.338, 1.056], [2.357, 0.812, -6.447], [2.040, 0.190, -5.433], [1.704, -1.113, -5.534], [1.268, -1.661, -4.219], [0.915, -0.355, -3.396], [1.919, 0.655, -3.975], [1.891, -2.375, -3.681], [0.315, -2.143, -4.436], [1.067, -0.541, -2.332], [-0.117, -0.070, -3.601], [2.897, 0.595, -3.498], [1.693, 1.703, -3.777], [0.143, -4.727, -2.559], [-0.129, -5.074, -1.430], [-0.042, -4.263, -0.394], [-0.225, -4.906, 0.800], [-0.073, -6.318, 0.565], [-0.579, -6.412, -0.895], [-1.205, -4.741, 1.248], [0.626, -4.574, 1.394], [-0.648, -6.889, 1.294], [0.943, -6.670, 0.739], [-1.667, -6.446, -0.947], [-0.209, -7.267, -1.461], [-1.664, -0.938, 6.630], [-1.374, -0.012, 5.887], [-0.260, 0.746, 6.175], [0.014, 1.713, 5.181], [-1.358, 1.804, 4.576], [-1.956, 0.416, 4.649], [0.762, 1.352, 4.475], [0.324, 2.695, 5.538], [-1.194, 2.221, 3.583], [-2.065, 2.477, 5.063], [-1.596, -0.258, 3.872], [-3.044, 0.439, 4.575], [2.426, 2.819, -0.715], [2.661, 3.565, -1.632], [3.407, 3.174, -2.709], [3.427, 4.204, -3.713], [2.506, 5.311, -3.156], [2.291, 5.024, -1.695], [3.025, 3.885, -4.675], [4.445, 4.552, -3.885], [1.548, 5.336, -3.676], [2.974, 6.290, -3.263], [1.291, 5.349, -1.407], [3.050, 5.466, -1.050], [2.010, 0.465, 2.455], [3.086, 0.834, 1.926], [3.482, 0.313, 0.730], [4.792, 0.745, 0.424], [5.010, 2.000, 1.271], [4.207, 1.691, 2.477], [4.882, 0.823, -0.659], [5.406, -0.096, 0.746], [4.626, 2.841, 0.693], [6.051, 2.086, 1.583], [3.731, 2.528, 2.988], [4.808, 1.124, 3.188], [0.906, 4.508, 1.480], [1.089, 5.859, 1.755], [1.399, 6.034, 3.087], [1.367, 4.721, 3.639], [1.083, 3.804, 2.646], [0.852, 4.113, 0.552], [1.121, 6.581, 0.952], [1.622, 6.963, 3.592], [1.552, 4.406, 4.655], [1.172, 2.728, 2.624], [-2.517, -0.014, -6.763], [-3.414, 0.824, -6.196], [-3.403, 0.634, -4.837], [-2.519, -0.443, -4.557], [-1.978, -0.852, -5.743], [-2.267, -0.145, -7.733], [-4.050, 1.420, -6.834], [-3.952, 1.196, -4.096], [-2.408, -0.748, -3.527], [-1.262, -1.632, -5.953], [-1.422, 2.704, -3.392], [-2.672, 3.474, -3.093], [-3.141, 4.367, -3.844], [-3.290, 3.141, -1.738], [-0.524, 3.147, -2.959], [-1.198, 2.771, -4.457], [-1.553, 1.655, -3.128], [-2.639, 3.336, -0.886], [-3.512, 2.075, -1.791], [-4.176, 3.762, -1.601], [-0.146, 0.784, 0.052], [-1.356, -0.110, -0.063], [-2.248, 0.049, -0.902], [-1.312, -1.383, 0.813], [-0.398, 1.467, 0.863], [-0.091, 1.407, -0.841], [0.802, 0.286, 0.257], [-2.339, -1.612, 1.100], [-0.771, -1.164, 1.733], [-0.771, -2.178, 0.299], [-3.828, 2.330, 1.999], [-4.450, 1.021, 1.424], [-4.361, -0.052, 2.058], [-5.290, 1.251, 0.232], [-3.289, 2.805, 1.179], [-3.185, 2.037, 2.829], [-4.598, 2.923, 2.493], [-5.041, 0.574, -0.586], [-5.234, 2.295, -0.075], [-6.342, 1.054, 0.438]]
}

---

Entry 2:
{
  "formula": "C49H84Cl2FNO4S3",
  "method": "the ωB97M-V functional and the def2-TZVPD basis",
  "multiplicity": 1,
  "smiles": "C[C@H](COC(=O)CSc1ccc2c(c1)N([C@@H](Cl)[C@@H](C)Cl)c1cc(C[C@@H](C)F)ccc1S2)OC(=O)CS.CCCCCC.CCCCCC.CCCCCC.CCCCCC",
  "charge": 0,
  "symbols": ["C", "C", "F", "C", "C", "C", "C", "C", "C", "C", "N", "C", "Cl", "C", "C", "Cl", "C", "C", "C", "S", "C", "C", "O", "O", "C", "C", "C", "O", "C", "O", "C", "S", "C", "C", "C", "S", "H", "H", "H", "H", "H", "H", "H", "H", "H", "H", "H", "H", "H", "H", "H", "H", "H", "H", "H", "H", "H", "H", "H", "H", "H", "H", "H", "H", "C", "C", "C", "C", "C", "C", "H", "H", "H", "H", "H", "H", "H", "H", "H", "H", "H", "H", "H", "H", "C", "C", "C", "C", "C", "C", "H", "H", "H", "H", "H", "H", "H", "H", "H", "H", "H", "H", "H", "H", "C", "C", "C", "C", "C", "C", "H", "H", "H", "H", "H", "H", "H", "H", "H", "H", "H", "H", "H", "H", "C", "C", "C", "C", "C", "C", "H", "H", "H", "H", "H", "H", "H", "H", "H", "H", "H", "H", "H", "H"],
  "xyz": [[4.341, 2.681, 6.218], [4.078, 1.239, 5.566], [5.363, 0.597, 5.313], [3.151, 0.264, 6.461], [1.995, -0.280, 5.477], [0.606, 0.419, 5.417], [-0.467, -0.117, 4.411], [-0.154, -1.340, 3.472], [1.217, -2.060, 3.524], [2.262, -1.485, 4.548], [1.647, -3.204, 2.693], [1.421, -4.522, 3.350], [2.479, -4.821, 4.821], [-0.128, -4.828, 3.739], [-0.856, -5.692, 2.577], [-0.088, -5.972, 5.222], [1.121, -3.154, 1.314], [2.097, -3.681, 0.193], [1.686, -3.657, -1.300], [2.879, -4.321, -2.579], [1.812, -5.557, -3.524], [1.207, -4.740, -4.800], [1.743, -3.638, -5.181], [0.016, -5.213, -5.527], [-1.085, -4.638, -4.759], [-2.532, -4.918, -5.386], [-2.596, -6.470, -5.800], [-3.561, -4.677, -4.374], [-3.910, -3.301, -4.313], [-4.274, -2.626, -5.309], [-3.894, -2.515, -2.894], [-5.472, -1.534, -2.623], [0.283, -3.082, -1.667], [-0.744, -2.562, -0.615], [-0.268, -2.617, 0.877], [-1.394, -1.973, 2.223], [5.393, 3.005, 5.862], [3.532, 3.402, 5.827], [4.321, 2.695, 7.362], [3.591, 1.424, 4.538], [2.633, 0.785, 7.331], [3.777, -0.639, 6.765], [0.449, 1.317, 6.100], [-1.467, 0.450, 4.376], [3.288, -2.007, 4.582], [1.721, -5.325, 2.574], [-0.725, -3.923, 4.085], [-1.299, -6.645, 3.060], [-1.742, -5.148, 2.100], [-0.119, -6.079, 1.780], [3.132, -4.069, 0.519], [2.402, -6.479, -3.852], [0.925, -5.787, -2.842], [-0.921, -3.493, -4.712], [-1.094, -5.089, -3.695], [-2.725, -4.324, -6.359], [-1.842, -6.676, -6.651], [-2.403, -7.127, -4.879], [-3.619, -6.784, -6.212], [-3.839, -3.268, -2.033], [-3.033, -1.748, -2.881], [-5.224, -0.808, -1.445], [0.020, -3.050, -2.778], [-1.763, -2.143, -0.922], [-4.678, 2.284, 4.764], [-5.981, 1.536, 4.516], [-5.797, 0.020, 4.424], [-4.911, -0.457, 3.269], [-5.370, -0.024, 1.876], [-6.739, -0.574, 1.496], [-3.968, 2.143, 3.944], [-4.870, 3.357, 4.852], [-4.207, 1.948, 5.692], [-6.460, 1.921, 3.610], [-6.669, 1.752, 5.341], [-6.783, -0.449, 4.345], [-5.366, -0.345, 5.364], [-4.860, -1.551, 3.302], [-3.886, -0.105, 3.426], [-4.637, -0.378, 1.143], [-5.379, 1.068, 1.797], [-6.739, -1.667, 1.522], [-7.004, -0.260, 0.483], [-7.521, -0.213, 2.168], [2.764, -5.233, -8.321], [1.601, -4.260, -8.465], [1.111, -4.133, -9.908], [2.142, -3.582, -10.899], [2.711, -2.206, -10.547], [1.656, -1.109, -10.518], [3.638, -4.906, -8.890], [3.063, -5.311, -7.272], [2.480, -6.232, -8.666], [1.889, -3.282, -8.069], [0.775, -4.611, -7.839], [0.219, -3.498, -9.921], [0.784, -5.117, -10.262], [1.676, -3.530, -11.890], [2.971, -4.291, -10.995], [3.468, -1.943, -11.294], [3.231, -2.241, -9.584], [1.157, -1.024, -11.487], [2.121, -0.145, -10.292], [0.898, -1.296, -9.754], [-6.329, 3.411, -0.223], [-5.317, 4.019, 0.739], [-5.363, 5.547, 0.774], [-5.024, 6.238, -0.551], [-3.651, 5.893, -1.131], [-2.496, 6.310, -0.231], [-6.140, 3.714, -1.255], [-6.275, 2.318, -0.184], [-7.347, 3.707, 0.045], [-4.312, 3.670, 0.484], [-5.525, 3.643, 1.747], [-4.681, 5.901, 1.554], [-6.365, 5.867, 1.084], [-5.083, 7.322, -0.400], [-5.791, 5.998, -1.295], [-3.544, 6.402, -2.095], [-3.583, 4.821, -1.343], [-2.517, 7.387, -0.046], [-1.541, 6.068, -0.707], [-2.525, 5.793, 0.731], [8.317, 4.910, 6.171], [7.159, 5.889, 6.036], [6.667, 6.043, 4.596], [7.699, 6.607, 3.613], [8.274, 7.974, 3.988], [7.224, 9.075, 4.037], [9.196, 5.243, 5.615], [8.608, 4.813, 7.222], [8.034, 3.918, 5.807], [7.448, 6.860, 6.450], [6.326, 5.530, 6.650], [5.777, 6.682, 4.595], [6.335, 5.066, 4.225], [7.232, 6.678, 2.624], [8.525, 5.896, 3.503], [9.031, 8.247, 3.245], [8.795, 7.920, 4.949], [6.723, 9.179, 3.070], [7.693, 10.033, 4.279], [6.466, 8.878, 4.799]]
}

---

Entry 3:
{
  "formula": "C49H89F9O22",
  "method": "the ωB97M-V functional and the def2-TZVPD basis",
  "e_above_lowest_kcal_mol": 17.9,
  "multiplicity": 1,
  "charge": 0,
  "symbols": ["C", "C", "O", "C", "O", "C", "F", "F", "F", "H", "H", "H", "H", "H", "C", "C", "O", "C", "O", "C", "F", "F", "F", "H", "H", "H", "H", "H", "C", "C", "O", "C", "O", "C", "F", "F", "F", "H", "H", "H", "H", "H", "C", "C", "C", "O", "C", "H", "H", "H", "H", "H", "H", "H", "H", "C", "C", "C", "O", "C", "H", "H", "H", "H", "H", "H", "H", "H", "C", "C", "C", "O", "C", "H", "H", "H", "H", "H", "H", "H", "H", "C", "C", "C", "O", "C", "H", "H", "H", "H", "H", "H", "H", "H", "C", "C", "C", "O", "C", "H", "H", "H", "H", "H", "H", "H", "H", "C", "C", "C", "O", "C", "H", "H", "H", "H", "H", "H", "H", "H", "C", "C", "C", "O", "C", "H", "H", "H", "H", "H", "H", "H", "H", "C", "O", "C", "O", "O", "C", "H", "H", "H", "H", "H", "H", "C", "O", "C", "O", "O", "C", "H", "H", "H", "H", "H", "H", "C", "O", "C", "O", "O", "C", "H", "H", "H", "H", "H", "H"],
  "xyz": [[-5.484, 3.485, -3.233], [-4.554, 2.329, -2.921], [-3.799, 1.654, -3.969], [-2.591, 2.240, -4.441], [-2.207, 3.343, -4.139], [-1.765, 1.334, -5.381], [-1.705, 1.874, -6.606], [-0.509, 1.244, -4.979], [-2.265, 0.086, -5.453], [-6.395, 3.057, -3.650], [-5.045, 4.044, -4.059], [-5.634, 4.114, -2.355], [-5.167, 1.619, -2.366], [-3.803, 2.810, -2.294], [-3.071, -1.187, 3.071], [-2.210, -1.892, 4.199], [-1.748, -1.047, 5.257], [-2.153, -1.282, 6.579], [-2.917, -2.192, 6.927], [-1.573, -0.232, 7.547], [-1.273, -0.809, 8.719], [-0.446, 0.244, 7.013], [-2.436, 0.724, 7.656], [-2.537, -0.472, 2.444], [-3.942, -0.667, 3.470], [-3.475, -1.954, 2.409], [-1.348, -2.442, 3.821], [-2.888, -2.663, 4.565], [-0.062, -1.236, 1.319], [-0.354, -0.759, -0.106], [0.103, 0.552, -0.238], [-0.443, 1.419, -1.108], [-1.181, 1.119, -2.077], [0.030, 2.866, -0.904], [-1.027, 3.629, -0.959], [0.590, 3.065, 0.287], [0.886, 3.192, -1.880], [0.994, -1.450, 1.484], [-0.616, -2.165, 1.456], [-0.440, -0.469, 1.994], [-1.387, -0.877, -0.434], [0.233, -1.408, -0.755], [3.728, 4.733, -4.699], [2.503, 5.566, -4.438], [3.060, 7.001, -4.456], [4.161, 6.906, -5.328], [4.506, 5.634, -5.647], [3.522, 3.768, -5.164], [4.221, 4.466, -3.765], [2.005, 5.212, -3.535], [1.819, 5.598, -5.286], [3.419, 7.306, -3.473], [2.280, 7.669, -4.822], [5.559, 5.361, -5.574], [4.133, 5.426, -6.650], [2.727, -0.966, -4.094], [2.970, 0.517, -3.976], [2.949, 1.136, -5.356], [2.477, 0.103, -6.182], [1.873, -0.957, -5.395], [2.184, -1.301, -3.210], [3.651, -1.530, -4.219], [3.849, 0.767, -3.382], [2.136, 1.041, -3.509], [3.951, 1.442, -5.657], [2.228, 1.953, -5.368], [1.977, -1.877, -5.969], [0.812, -0.807, -5.196], [-0.441, -3.068, -3.226], [0.767, -3.905, -3.294], [0.191, -5.277, -3.332], [-0.924, -5.143, -2.457], [-1.454, -3.859, -2.515], [-0.780, -2.880, -4.245], [-0.363, -2.047, -2.854], [1.312, -3.876, -2.351], [1.458, -3.580, -4.072], [0.906, -6.036, -3.016], [-0.175, -5.615, -4.301], [-1.565, -3.462, -1.506], [-2.404, -3.857, -3.049], [3.850, 1.270, -0.245], [4.040, 1.451, 1.302], [4.053, 2.989, 1.319], [4.852, 3.385, 0.211], [4.594, 2.509, -0.876], [2.811, 1.301, -0.572], [4.268, 0.356, -0.667], [4.932, 1.014, 1.752], [3.233, 1.049, 1.915], [4.653, 3.453, 2.102], [3.082, 3.483, 1.364], [5.592, 2.323, -1.272], [4.001, 2.974, -1.664], [-0.115, 2.346, 4.179], [-1.149, 2.994, 5.034], [-0.366, 4.024, 5.716], [0.789, 3.254, 6.106], [1.163, 2.396, 5.067], [0.009, 3.053, 3.359], [-0.327, 1.330, 3.846], [-1.513, 2.274, 5.766], [-2.044, 3.441, 4.600], [-0.883, 4.499, 6.550], [-0.015, 4.883, 5.144], [1.462, 1.397, 5.383], [2.011, 2.877, 4.578], [1.634, -3.096, 4.986], [1.737, -1.557, 5.101], [2.573, -1.139, 3.922], [2.529, -2.266, 3.067], [2.510, -3.477, 3.793], [0.584, -3.351, 4.840], [1.913, -3.609, 5.907], [2.174, -1.158, 6.016], [0.772, -1.060, 4.999], [3.563, -0.775, 4.197], [2.036, -0.268, 3.545], [3.432, -3.895, 4.198], [2.074, -4.309, 3.239], [-4.848, -1.158, -0.593], [-5.797, -2.354, -0.296], [-5.059, -3.466, -1.100], [-4.507, -2.730, -2.202], [-4.570, -1.310, -2.091], [-3.849, -1.125, -0.156], [-5.411, -0.256, -0.354], [-6.813, -2.175, -0.648], [-5.843, -2.591, 0.767], [-5.686, -4.293, -1.435], [-4.279, -3.876, -0.459], [-5.371, -0.972, -2.749], [-3.635, -0.816, -2.355], [0.236, -5.336, 1.102], [-0.879, -6.050, 1.589], [-1.912, -5.336, 1.959], [-2.082, -4.114, 1.756], [-2.712, -6.149, 2.595], [-3.899, -5.618, 3.171], [-0.014, -4.673, 0.274], [0.998, -6.021, 0.731], [0.719, -4.733, 1.870], [-4.064, -6.212, 4.070], [-4.651, -5.817, 2.409], [-3.835, -4.570, 3.465], [3.877, -7.901, -1.002], [3.402, -6.557, -1.168], [3.677, -5.642, -0.219], [4.295, -5.799, 0.882], [3.269, -4.472, -0.649], [3.257, -3.311, 0.198], [4.961, -8.003, -1.061], [3.377, -8.530, -1.738], [3.517, -8.249, -0.033], [2.342, -3.420, 0.781], [3.089, -2.390, -0.359], [4.136, -3.125, 0.815], [-1.751, 6.399, 3.402], [-2.462, 5.923, 2.270], [-2.046, 6.448, 1.120], [-1.116, 7.240, 0.967], [-2.892, 5.959, 0.168], [-2.656, 6.159, -1.258], [-2.434, 6.158, 4.216], [-1.689, 7.486, 3.466], [-0.754, 5.977, 3.527], [-1.619, 6.490, -1.331], [-3.282, 6.930, -1.707], [-2.861, 5.213, -1.759]]
}

---

no.,DFT total energy (hartree)
1,-3451.78426
2,-4487.57348
3,-4474.33854